{
  "formula": "C54H128O38P8",
  "method": "the ωB97M-V functional and the def2-TZVPD basis",
  "symbols": ["C", "C", "O", "P", "O", "O", "C", "C", "O", "C", "C", "H", "H", "H", "H", "H", "H", "H", "H", "H", "H", "H", "H", "H", "H", "H", "C", "C", "O", "P", "O", "O", "C", "C", "O", "C", "C", "H", "H", "H", "H", "H", "H", "H", "H", "H", "H", "H", "H", "H", "H", "H", "C", "C", "O", "P", "O", "O", "C", "C", "O", "C", "C", "H", "H", "H", "H", "H", "H", "H", "H", "H", "H", "H", "H", "H", "H", "H", "C", "C", "O", "P", "O", "O", "C", "C", "O", "C", "C", "H", "H", "H", "H", "H", "H", "H", "H", "H", "H", "H", "H", "H", "H", "H", "C", "C", "O", "P", "O", "O", "C", "C", "O", "C", "C", "H", "H", "H", "H", "H", "H", "H", "H", "H", "H", "H", "H", "H", "H", "H", "C", "C", "O", "P", "O", "O", "C", "C", "O", "C", "C", "H", "H", "H", "H", "H", "H", "H", "H", "H", "H", "H", "H", "H", "H", "H", "C", "C", "O", "P", "O", "O", "C", "C", "O", "C", "C", "H", "H", "H", "H", "H", "H", "H", "H", "H", "H", "H", "H", "H", "H", "H", "C", "C", "O", "P", "O", "O", "C", "C", "O", "C", "C", "H", "H", "H", "H", "H", "H", "H", "H", "H", "H", "H", "H", "H", "H", "H", "O", "C", "O", "C", "C", "O", "H", "H", "H", "H", "O", "C", "O", "C", "C", "O", "H", "H", "H", "H"],
  "xyz": [[27.428, 17.380, -24.758], [26.103, 16.593, -24.836], [25.412, 16.541, -23.561], [25.004, 15.074, -23.052], [24.391, 15.177, -21.716], [24.034, 14.509, -24.262], [22.840, 15.070, -24.533], [21.720, 14.166, -24.031], [26.404, 14.238, -23.217], [27.260, 13.967, -22.169], [28.197, 15.090, -21.853], [27.977, 17.265, -25.693], [27.162, 18.421, -24.576], [27.980, 17.007, -23.895], [25.354, 17.012, -25.508], [26.248, 15.599, -25.257], [22.814, 16.037, -24.030], [22.849, 15.239, -25.610], [21.671, 13.170, -24.472], [21.733, 14.102, -22.943], [20.771, 14.528, -24.426], [26.681, 13.675, -21.293], [27.777, 13.089, -22.556], [28.987, 15.146, -22.601], [27.671, 16.043, -21.796], [28.748, 14.972, -20.920], [20.702, 8.672, -13.702], [21.672, 8.187, -14.793], [20.805, 7.676, -15.827], [20.812, 8.321, -17.338], [21.886, 7.810, -18.204], [19.307, 7.977, -17.808], [19.131, 7.719, -19.159], [18.049, 8.575, -19.753], [20.777, 9.953, -17.142], [19.609, 10.647, -16.570], [19.192, 11.739, -17.587], [20.112, 9.473, -14.147], [20.164, 7.758, -13.453], [21.277, 9.126, -12.895], [22.356, 8.935, -15.194], [22.225, 7.304, -14.473], [20.039, 7.657, -19.758], [18.767, 6.692, -19.162], [17.120, 8.571, -19.183], [18.328, 9.627, -19.821], [17.899, 8.213, -20.770], [18.767, 10.072, -16.186], [19.915, 11.247, -15.713], [19.617, 11.445, -18.546], [18.116, 11.865, -17.706], [19.498, 12.765, -17.384], [24.002, 16.827, -10.542], [23.143, 16.513, -11.751], [23.357, 17.337, -12.851], [24.004, 16.720, -14.227], [25.284, 16.040, -14.183], [23.860, 17.799, -15.439], [22.977, 18.880, -15.351], [21.891, 18.819, -16.368], [22.847, 15.643, -14.617], [23.030, 14.678, -15.667], [23.441, 13.384, -15.007], [23.604, 16.326, -9.660], [25.076, 16.675, -10.651], [23.876, 17.873, -10.262], [23.433, 15.485, -11.965], [22.078, 16.490, -11.521], [22.586, 18.977, -14.338], [23.463, 19.856, -15.350], [21.328, 17.904, -16.182], [21.246, 19.689, -16.246], [22.280, 18.860, -17.385], [22.111, 14.657, -16.253], [23.791, 15.035, -16.360], [23.938, 12.683, -15.677], [24.142, 13.560, -14.191], [22.567, 12.873, -14.603], [24.522, 17.372, -18.927], [25.414, 18.058, -19.976], [25.606, 19.327, -19.332], [24.834, 20.634, -19.910], [25.017, 21.753, -18.990], [25.329, 20.830, -21.413], [26.677, 21.102, -21.903], [27.000, 20.130, -22.985], [23.375, 20.130, -20.188], [22.347, 21.086, -20.514], [20.987, 20.518, -20.274], [24.249, 16.356, -19.212], [24.793, 17.424, -17.872], [23.540, 17.846, -18.941], [26.426, 17.659, -20.047], [25.020, 18.086, -20.992], [26.931, 22.123, -22.189], [27.369, 20.811, -21.113], [28.075, 20.123, -23.162], [26.694, 19.099, -22.808], [26.577, 20.530, -23.906], [22.282, 21.967, -19.876], [22.485, 21.453, -21.531], [20.212, 21.276, -20.165], [20.724, 19.717, -20.965], [21.020, 20.053, -19.288], [19.533, 17.966, -30.700], [20.210, 16.987, -29.744], [19.203, 16.083, -29.371], [19.515, 14.748, -28.489], [18.379, 13.737, -28.332], [20.841, 14.217, -29.239], [21.418, 13.003, -28.871], [22.466, 13.135, -27.745], [20.188, 15.353, -27.152], [19.283, 16.143, -26.415], [20.190, 17.217, -25.853], [18.728, 18.543, -30.244], [20.185, 18.637, -31.259], [19.006, 17.372, -31.446], [21.058, 16.386, -30.071], [20.538, 17.495, -28.837], [20.671, 12.242, -28.642], [21.887, 12.690, -29.804], [23.224, 13.844, -28.077], [21.871, 13.474, -26.897], [22.924, 12.160, -27.574], [18.495, 16.687, -26.936], [18.852, 15.401, -25.743], [19.920, 17.437, -24.821], [21.226, 16.882, -25.799], [20.259, 18.132, -26.441], [19.707, 9.338, -23.527], [21.093, 8.925, -22.993], [21.530, 9.871, -22.089], [22.992, 9.776, -21.457], [23.259, 8.565, -20.656], [23.991, 9.921, -22.777], [24.276, 11.246, -23.364], [23.892, 11.106, -24.875], [23.120, 11.172, -20.696], [22.807, 11.295, -19.316], [22.718, 12.689, -18.801], [19.831, 10.227, -24.146], [19.366, 8.624, -24.275], [18.928, 9.517, -22.786], [21.171, 7.893, -22.650], [21.711, 9.033, -23.884], [23.760, 12.055, -22.845], [25.313, 11.511, -23.160], [24.203, 12.017, -25.387], [24.432, 10.297, -25.366], [22.822, 10.920, -24.962], [21.810, 10.867, -19.212], [23.412, 10.803, -18.555], [23.619, 13.160, -18.408], [22.337, 13.414, -19.521], [22.142, 12.732, -17.877], [15.867, 18.931, -20.800], [16.874, 17.754, -21.068], [16.072, 16.760, -21.681], [16.636, 15.373, -22.138], [17.854, 15.549, -22.988], [15.358, 14.603, -22.833], [13.975, 14.730, -22.479], [13.352, 15.837, -23.318], [16.780, 14.575, -20.767], [17.155, 13.226, -20.753], [15.889, 12.345, -20.508], [15.151, 18.570, -20.062], [16.417, 19.750, -20.336], [15.367, 19.375, -21.662], [17.580, 18.101, -21.823], [17.322, 17.372, -20.151], [13.453, 13.791, -22.665], [13.997, 14.815, -21.392], [13.532, 15.698, -24.384], [12.344, 16.218, -23.153], [13.951, 16.742, -23.221], [17.759, 12.924, -21.609], [17.811, 13.308, -19.887], [16.091, 11.335, -20.151], [15.194, 12.798, -19.800], [15.346, 12.279, -21.450], [19.464, 16.686, -13.873], [18.620, 16.261, -15.090], [17.243, 16.606, -14.832], [16.445, 17.490, -15.898], [15.039, 17.790, -15.539], [17.374, 18.770, -16.065], [17.148, 19.626, -17.206], [18.433, 19.635, -18.012], [16.642, 16.725, -17.307], [15.903, 15.620, -17.626], [16.713, 14.420, -17.261], [20.450, 16.222, -13.899], [19.594, 17.768, -13.887], [19.060, 16.296, -12.939], [19.030, 16.741, -15.978], [18.730, 15.179, -15.163], [16.307, 19.339, -17.838], [16.988, 20.635, -16.826], [19.147, 20.224, -17.436], [18.810, 18.623, -18.166], [18.292, 20.140, -18.968], [14.845, 15.621, -17.366], [15.685, 15.580, -18.693], [16.672, 14.093, -16.222], [16.311, 13.553, -17.785], [17.736, 14.414, -17.636], [22.635, 18.605, -22.976], [23.022, 19.180, -23.970], [23.198, 18.600, -25.140], [23.482, 19.587, -26.142], [23.853, 20.725, -25.308], [23.236, 20.500, -24.072], [24.304, 19.377, -26.826], [22.511, 19.736, -26.616], [23.548, 21.656, -25.787], [24.937, 20.775, -25.205], [19.782, 15.439, -17.927], [20.234, 15.787, -18.986], [19.555, 16.490, -19.927], [20.258, 16.450, -21.145], [21.649, 16.539, -20.525], [21.513, 15.684, -19.391], [20.008, 15.529, -21.672], [20.031, 17.301, -21.788], [21.986, 17.546, -20.276], [22.326, 16.074, -21.241]],
  "e_lumo_ev": -0.169,
  "e_homo_ha": -0.3662,
  "smiles": "CCOP(=O)(OCC)OCC.CCOP(=O)(OCC)OCC.CCOP(=O)(OCC)OCC.CCOP(=O)(OCC)OCC.CCOP(=O)(OCC)OCC.CCOP(=O)(OCC)OCC.CCOP(=O)(OCC)OCC.CCOP(=O)(OCC)OCC.O=C1OCCO1.O=C1OCCO1",
  "e_tot_ha": -7725.0073,
  "gap_ev": 9.796
}

***

{
  "formula": "C20H57N5O7Ti",
  "method": "the ωB97M-V functional and the def2-TZVPD basis",
  "symbols": ["Ti", "O", "H", "O", "H", "C", "C", "C", "O", "C", "N", "H", "H", "H", "H", "H", "H", "H", "H", "H", "H", "H", "C", "C", "C", "O", "C", "N", "H", "H", "H", "H", "H", "H", "H", "H", "H", "H", "H", "C", "C", "C", "O", "C", "N", "H", "H", "H", "H", "H", "H", "H", "H", "H", "H", "H", "C", "C", "C", "O", "C", "N", "H", "H", "H", "H", "H", "H", "H", "H", "H", "H", "H", "C", "C", "C", "O", "C", "N", "H", "H", "H", "H", "H", "H", "H", "H", "H", "H", "H"],
  "xyz": [[0.795, 0.814, -1.067], [0.399, 0.602, -3.231], [0.701, -0.008, -3.932], [0.915, 3.086, -1.245], [0.543, 3.453, -0.419], [-2.120, -2.372, 1.470], [-0.678, -1.734, 1.604], [0.350, -2.831, 2.095], [0.334, -3.419, 3.438], [0.464, -2.509, 4.518], [-0.230, -1.109, 0.413], [-2.942, -1.662, 1.373], [-2.371, -3.060, 2.277], [-2.150, -3.040, 0.609], [-0.701, -1.007, 2.416], [1.325, -2.359, 1.971], [0.267, -3.656, 1.388], [-0.045, -1.571, 4.299], [1.437, -2.340, 4.981], [-0.100, -2.885, 5.372], [0.010, -1.885, -0.188], [-1.013, -0.788, -0.138], [-1.338, 3.270, 1.222], [-2.077, 4.049, 0.130], [-1.554, 5.494, 0.096], [-1.817, 6.228, 1.273], [-1.532, 7.611, 1.078], [-1.884, 3.270, -1.067], [-1.490, 3.669, 2.225], [-0.255, 3.356, 1.131], [-1.477, 2.189, 1.228], [-3.145, 4.164, 0.318], [-1.989, 6.050, -0.734], [-0.472, 5.515, -0.037], [-1.605, 8.199, 1.993], [-2.049, 8.052, 0.225], [-0.458, 7.652, 0.898], [-2.172, 3.801, -1.876], [-0.884, 3.268, -1.210], [-2.899, -1.651, -2.271], [-3.110, -0.151, -2.018], [-4.225, 0.068, -0.946], [-5.456, -0.536, -1.397], [-6.216, 0.282, -2.292], [-1.876, 0.456, -1.577], [-2.230, -1.818, -3.116], [-3.827, -2.143, -2.562], [-2.407, -2.119, -1.419], [-3.522, 0.231, -2.952], [-4.334, 1.112, -0.653], [-3.887, -0.341, 0.006], [-7.195, -0.136, -2.529], [-5.585, 0.407, -3.171], [-6.438, 1.246, -1.834], [-1.206, 0.459, -2.333], [-2.023, 1.426, -1.336], [2.701, -1.881, -1.424], [1.761, -2.857, -2.220], [1.670, -4.249, -1.528], [2.922, -4.938, -1.632], [2.781, -6.256, -1.296], [0.432, -2.224, -2.198], [2.744, -0.904, -1.906], [3.734, -2.217, -1.343], [2.339, -1.770, -0.402], [2.146, -2.996, -3.230], [0.961, -4.856, -2.090], [1.283, -4.211, -0.510], [2.552, -6.382, -0.237], [3.713, -6.817, -1.371], [2.063, -6.704, -1.982], [0.452, -1.323, -2.654], [-0.168, -2.847, -2.719], [2.083, 1.327, 1.511], [3.443, 1.496, 0.888], [4.408, 0.345, 1.321], [4.824, 0.481, 2.737], [5.165, -0.789, 3.318], [3.145, 1.581, -0.527], [2.228, 1.079, 2.563], [1.596, 0.391, 1.237], [1.391, 2.164, 1.433], [3.843, 2.473, 1.159], [5.273, 0.210, 0.673], [3.831, -0.565, 1.159], [5.191, -0.649, 4.398], [6.111, -1.169, 2.931], [4.404, -1.538, 3.097], [3.974, 1.944, -0.977], [2.450, 2.298, -0.676]],
  "e_lumo_ev": [2.613, 2.578],
  "e_homo_ha": [0.0020, -0.1911],
  "s2": 3.75,
  "e_tot_ha": -2445.9419,
  "gap_ev": [2.558, 7.777],
  "spin_multiplicity": 4,
  "total_charge": -1
}